{"formula": "C10H15Br3F4NO3", "method": "ωB97M-V/def2-TZVPD", "symbols": ["O", "C", "F", "C", "N", "C", "C", "O", "C", "C", "C", "O", "C", "F", "F", "F", "C", "H", "H", "H", "H", "H", "H", "H", "H", "H", "H", "H", "H", "H", "H", "C", "Br", "Br", "Br", "H"], "xyz": [[-1.791, -2.474, -1.977], [-1.079, -1.535, -2.649], [-0.059, -1.892, -3.705], [-1.248, 0.094, -2.306], [-0.264, 0.371, -1.182], [0.389, 1.734, -1.232], [1.207, 1.929, 0.196], [1.546, 0.667, 0.872], [0.355, -0.118, 1.229], [0.530, -1.744, 1.116], [2.021, -2.316, 1.482], [3.073, -1.929, 0.484], [1.914, -3.979, 1.340], [1.289, -4.370, 0.048], [1.298, -4.627, 2.521], [3.339, -4.474, 1.268], [-0.915, 0.270, 0.212], [-0.957, 0.701, -3.281], [-2.371, 0.226, -1.987], [0.513, -0.348, -1.299], [-0.399, 2.624, -1.288], [1.093, 1.841, -2.162], [0.679, 2.710, 0.927], [2.244, 2.445, -0.090], [0.023, 0.161, 2.333], [-0.232, -2.221, 1.886], [0.141, -2.070, 0.039], [2.322, -2.043, 2.584], [2.797, -2.321, -0.417], [-1.721, -0.595, 0.219], [-1.474, 1.246, 0.531], [-2.925, 4.501, 0.829], [-3.675, 3.658, 2.413], [-1.155, 5.234, 1.168], [-2.930, 3.301, -0.701], [-3.577, 5.344, 0.577]], "lowdin_charge": [0.04, -0.11, -0.01, -0.01, -0.13, -0.10, -0.13, -0.14, -0.23, -0.07, -0.17, -0.06, -0.19, 0.02, 0.03, 0.00, -0.06, 0.17, 0.16, 0.19, 0.09, 0.16, 0.12, 0.16, 0.18, 0.16, 0.12, 0.19, 0.13, 0.16, 0.10, -1.56, 0.59, 0.59, 0.61, -0.01], "relative_energy_kcal_mol": 159.8, "charge": 1}



{"formula": "C10H15BrIN", "method": "ωB97M-V/def2-TZVPD", "symbols": ["C", "C", "C", "C", "C", "C", "C", "C", "C", "C", "N", "Br", "I", "H", "H", "H", "H", "H", "H", "H", "H", "H", "H", "H", "H", "H", "H", "H"], "xyz": [[0.478, 0.298, -0.385], [1.290, -0.084, 0.749], [0.880, 0.079, -1.654], [2.079, -0.217, 3.042], [1.004, 0.074, 2.111], [-0.481, 2.192, 2.431], [-2.308, -1.502, -3.654], [0.187, 0.450, -2.813], [-0.316, 0.632, 2.577], [-1.044, -1.708, -2.889], [1.947, 0.182, 4.212], [0.137, -3.116, -3.441], [-1.606, -2.056, -0.743], [-0.375, 0.880, -0.501], [2.178, -0.807, 0.646], [1.838, -0.359, -1.883], [2.977, -0.642, 2.487], [-1.675, 2.357, 2.400], [-0.278, 2.631, 1.486], [-0.042, 2.817, 3.331], [-3.201, -2.145, -3.416], [-2.578, -0.481, -3.389], [-2.127, -1.556, -4.739], [0.684, 0.580, -3.756], [-0.866, 0.720, -2.671], [-1.183, 0.152, 2.070], [-0.474, 0.483, 3.638], [2.877, 0.147, 4.755]], "lowdin_spin": [0.26, -0.05, 0.05, 0.02, 0.21, 0.02, 0.08, 0.35, 0.02, 0.63, 0.14, 0.13, 0.06, 0.01, 0.00, 0.00, 0.00, 0.00, 0.00, 0.00, 0.02, 0.01, 0.00, 0.02, 0.02, 0.00, 0.00, 0.00], "e_tot_ha": -3316.26391, "multiplicity": 3, "s_squared": 2.08, "charge": 0}



{"formula": "C10H15BrKN2", "method": "ωB97M-V/def2-TZVPD", "symbols": ["K", "C", "C", "C", "C", "C", "Br", "N", "C", "H", "H", "H", "H", "H", "H", "C", "C", "C", "C", "N", "H", "H", "H", "H", "H", "H", "H", "H", "H"], "xyz": [[1.103, 0.004, -1.731], [1.532, -0.004, 3.890], [2.529, -0.002, 2.767], [3.899, -0.001, 2.979], [4.780, 0.001, 1.909], [4.224, 0.003, 0.641], [5.374, 0.005, -0.875], [2.934, 0.002, 0.403], [2.100, 0.000, 1.442], [2.031, -0.005, 4.858], [0.887, -0.881, 3.833], [0.886, 0.873, 3.836], [4.287, -0.002, 3.992], [5.851, 0.002, 2.045], [1.037, 0.000, 1.210], [-3.307, 0.000, -0.797], [-2.612, 0.001, -2.196], [-3.160, -1.247, -2.953], [-3.162, 1.249, -2.952], [-1.218, 0.002, -2.117], [-4.407, -0.001, -0.857], [-2.976, 0.884, -0.248], [-2.975, -0.885, -0.249], [-4.259, -1.260, -3.036], [-2.830, -2.146, -2.427], [-2.726, -1.266, -3.955], [-4.261, 1.260, -3.035], [-2.728, 1.269, -3.954], [-2.833, 2.148, -2.425]], "lowdin_charge": [0.28, -0.05, -0.25, -0.03, -0.11, -0.76, 0.72, -0.03, -0.09, 0.07, 0.09, 0.09, 0.11, 0.10, 0.11, -0.14, -0.92, -0.14, -0.14, -0.29, 0.04, 0.04, 0.04, 0.04, 0.04, 0.04, 0.04, 0.04, 0.04], "relative_energy_kcal_mol": 0.0, "charge": -1}



{"formula": "C10H15BrNO", "method": "ωB97M-V/def2-TZVPD", "symbols": ["C", "C", "C", "C", "C", "C", "C", "C", "C", "C", "N", "O", "Br", "H", "H", "H", "H", "H", "H", "H", "H", "H", "H", "H", "H", "H", "H", "H"], "xyz": [[3.695, -1.261, -0.226], [3.035, -1.968, -1.139], [2.754, -0.339, 0.237], [1.626, -0.523, -0.404], [-1.382, 1.089, -1.715], [-1.506, -0.203, -0.912], [-0.135, 1.709, -1.193], [-0.771, 0.048, 0.313], [-2.499, -0.396, 2.000], [-0.963, -0.590, 1.650], [-0.189, 1.454, 0.276], [1.717, -1.606, -1.206], [2.813, 1.162, 1.527], [4.749, -1.290, 0.042], [3.314, -2.680, -1.832], [-1.324, 0.918, -2.760], [-2.229, 1.660, -1.394], [-2.476, -0.437, -0.496], [-1.056, -1.065, -1.422], [0.748, 1.028, -1.421], [0.048, 2.650, -1.500], [-2.643, -0.625, 3.097], [-3.060, -1.238, 1.444], [-2.890, 0.622, 1.706], [-0.773, -1.633, 1.410], [-0.512, -0.124, 2.432], [0.761, 1.468, 0.792], [-0.852, 2.170, 0.693]], "lowdin_charge": [-0.06, -0.09, -0.59, -0.18, -0.11, -0.11, -0.13, -0.14, -0.07, -0.14, 0.05, 0.02, 0.78, 0.13, 0.12, 0.13, 0.12, 0.12, 0.15, 0.13, 0.11, 0.10, 0.11, 0.09, 0.14, 0.08, 0.03, 0.21], "relative_energy_kcal_mol": 71.8, "charge": 1}



{"formula": "C10H15BrSi", "method": "ωB97M-V/def2-TZVPD", "symbols": ["C", "C", "C", "C", "C", "C", "C", "C", "C", "C", "Si", "Br", "H", "H", "H", "H", "H", "H", "H", "H", "H", "H", "H", "H", "H", "H", "H"], "xyz": [[-3.668, -0.142, -0.144], [-3.282, 1.117, 0.108], [-2.654, -1.144, -0.391], [-1.900, 1.454, 0.280], [-1.284, -0.873, -0.208], [-0.978, 0.416, 0.142], [1.360, -0.217, -2.300], [2.208, -1.619, -0.327], [1.635, 0.823, 3.578], [2.013, -0.200, -0.922], [0.847, 0.909, 0.106], [1.154, 2.919, -0.893], [-4.720, -0.400, -0.217], [-3.984, 1.806, 0.372], [-2.940, -2.197, -0.705], [-1.701, 2.433, 0.689], [-0.419, -1.580, -0.238], [1.895, -0.744, -3.038], [0.367, -0.500, -2.330], [1.307, 0.693, -2.824], [2.868, -1.476, 0.549], [2.707, -2.276, -1.058], [1.210, -2.123, -0.155], [1.604, 1.902, 3.585], [0.711, 0.345, 3.596], [2.566, 0.414, 3.762], [3.078, 0.260, -1.016]], "lowdin_charge": [-0.09, -0.09, -0.05, -0.09, -0.12, -0.37, -0.17, -0.13, 0.07, -0.55, 0.46, 0.31, 0.10, 0.07, 0.12, 0.09, 0.08, 0.07, 0.04, 0.03, 0.08, 0.08, 0.06, -0.03, -0.05, -0.05, 0.13], "relative_energy_kcal_mol": 76.5, "charge": 0}



{"formula": "C10H15CaClN5O4", "method": "ωB97M-V/def2-TZVPD", "symbols": ["Ca", "Cl", "O", "O", "O", "O", "C", "C", "N", "H", "H", "H", "C", "C", "N", "H", "H", "H", "C", "C", "N", "H", "H", "H", "C", "C", "N", "H", "H", "H", "C", "C", "N", "H", "H", "H"], "xyz": [[-3.644, -2.635, 2.058], [-0.826, -1.393, 0.757], [-0.927, -2.491, 1.656], [-2.092, -0.733, 0.797], [0.280, -0.568, 1.116], [-0.640, -2.078, -0.500], [-3.273, 2.608, 1.837], [-4.263, 3.697, 1.938], [-5.054, 4.521, 2.010], [-2.367, 2.876, 1.293], [-3.684, 1.666, 1.474], [-2.817, 2.328, 2.786], [0.318, 3.133, 0.149], [1.570, 3.948, -0.108], [2.460, 4.625, -0.138], [0.626, 2.115, -0.092], [-0.356, 3.451, -0.647], [-0.059, 3.315, 1.155], [-1.358, -1.146, -3.787], [-1.429, -2.385, -4.671], [-1.524, -3.350, -5.309], [-0.433, -0.996, -3.229], [-2.234, -1.184, -3.140], [-1.368, -0.400, -4.582], [2.184, 0.092, -1.478], [3.302, -0.348, -2.398], [4.176, -0.631, -3.102], [1.358, 0.574, -2.000], [2.551, 0.802, -0.737], [1.960, -0.883, -1.044], [2.909, -2.645, 2.777], [2.957, -3.983, 3.395], [3.021, -5.063, 3.854], [3.689, -2.009, 3.197], [1.982, -2.123, 3.017], [3.006, -2.708, 1.693]], "lowdin_charge": [1.82, 0.62, -0.43, -0.43, -0.27, -0.30, -0.08, -0.26, 0.15, 0.05, 0.05, 0.08, -0.05, -0.27, 0.14, 0.04, 0.08, 0.07, -0.06, -0.26, 0.12, 0.05, 0.07, 0.08, -0.07, -0.25, 0.13, 0.07, 0.07, 0.05, -0.08, -0.26, 0.12, 0.08, 0.06, 0.08], "relative_energy_kcal_mol": 206.4, "charge": 1}



{"formula": "C10H15Cl2LuNS", "method": "ωB97M-V/def2-TZVPD", "symbols": ["Lu", "Cl", "Cl", "C", "H", "H", "C", "C", "H", "C", "H", "C", "H", "H", "C", "H", "H", "C", "H", "H", "H", "H", "S", "C", "C", "N", "C", "H", "H", "H"], "xyz": [[-0.112, 1.951, -1.070], [2.158, 1.438, -0.268], [-2.230, 2.173, 0.161], [-0.011, 3.711, -2.312], [-0.894, 4.210, -2.734], [0.695, 3.735, -3.180], [-1.209, -1.121, -0.179], [-0.833, -0.415, -1.204], [-1.982, -0.724, 0.500], [0.343, -0.824, -2.067], [-1.486, 0.427, -1.593], [0.473, -2.352, -2.171], [0.275, -0.404, -3.067], [1.294, -0.456, -1.640], [0.418, -3.014, -0.804], [-0.291, -2.789, -2.803], [1.393, -2.632, -2.685], [-0.743, -2.516, 0.123], [0.392, -4.112, -0.886], [1.351, -2.762, -0.290], [-1.547, -3.275, 0.086], [-0.381, -2.562, 1.160], [1.121, 0.448, 4.291], [0.310, 1.993, 4.427], [-0.152, 2.397, 3.187], [0.171, 1.528, 2.157], [0.808, 0.453, 2.584], [0.200, 2.537, 5.353], [-0.719, 3.301, 2.978], [1.187, -0.342, 1.945]], "lowdin_charge": [0.69, -0.17, -0.19, -0.47, -0.20, -0.19, -0.12, -0.30, 0.10, -0.24, 0.03, -0.21, 0.10, 0.03, -0.20, 0.10, 0.11, -0.17, 0.10, 0.11, 0.11, 0.10, 0.93, -0.40, -0.24, -0.09, -0.52, 0.05, 0.10, 0.05], "relative_energy_kcal_mol": 37.0, "charge": -1}



{"formula": "C10H15ClNOS", "method": "ωB97M-V/def2-TZVPD", "symbols": ["C", "C", "C", "C", "C", "C", "C", "C", "C", "C", "N", "O", "S", "Cl", "H", "H", "H", "H", "H", "H", "H", "H", "H", "H", "H", "H", "H", "H", "H"], "xyz": [[-4.302, 2.587, -0.075], [-4.144, 1.903, 1.113], [-3.595, 2.224, -1.212], [-3.361, 0.728, 1.233], [-2.752, 1.093, -1.165], [-2.707, 0.316, 0.037], [3.435, -0.223, 0.664], [3.116, -1.314, -0.344], [1.717, -1.137, -0.931], [0.749, -1.889, -0.026], [-1.848, -0.763, 0.177], [-0.998, -1.430, -2.155], [-1.031, -1.840, -0.796], [-2.423, -4.083, 0.553], [-4.875, 3.542, -0.068], [-4.691, 2.380, 2.039], [-3.646, 2.891, -2.194], [-3.336, 0.054, 2.078], [-2.079, 0.707, -2.093], [4.393, -0.422, 1.167], [3.528, 0.692, 0.188], [2.737, -0.173, 1.416], [3.242, -2.342, 0.013], [3.901, -1.318, -1.133], [1.461, -0.097, -1.029], [1.706, -1.616, -1.935], [0.629, -1.536, 1.031], [1.027, -2.938, -0.058], [-2.192, -1.349, 0.997]], "lowdin_charge": [-0.07, -0.05, -0.05, 0.03, 0.02, -0.26, -0.08, -0.25, -0.25, -0.21, -0.12, -0.36, 0.89, 0.02, 0.14, 0.16, 0.17, 0.12, 0.16, 0.10, 0.06, 0.04, 0.11, 0.13, 0.11, 0.13, 0.12, 0.10, 0.10], "relative_energy_kcal_mol": 116.1, "charge": 1}



| no. | F_max (eV/Å) |
| --- | --- |
| 1 | 10.6 |
| 2 | 5.1 |
| 3 | 0.3 |
| 4 | 5.3 |
| 5 | 3.6 |
| 6 | 5.5 |
| 7 | 2.7 |
| 8 | 3.4 |